Entry 1:
Below is C11H24AuClIN2O2P as an isolated structure in a non-equilibrium geometry, with properties calculated with ωB97M-V with the def2-TZVPD basis set.

Results
Kohn-Sham gap (alpha / beta): 5.94 / 3.96 eV
total charge: +2
spin multiplicity: 3
⟨S²⟩: 2.0151
electronic energy: -1927.79196 Eh
strongest force on any atom: 0.1067 hartree/bohr

Last column: Löwdin charge in e.
Cartesian coordinates (Å):
C -0.5258 2.0008 -0.6112  -0.054
I 0.5107 -2.6365 0.9677  0.707
H -0.0587 2.1340 -1.5906  0.029
H -0.0285 2.6162 0.1440  0.031
H -1.6078 2.1710 -0.6373  0.036
Au -0.1066 -0.0503 -0.1710  0.555
P -2.1464 -0.9078 -0.9517  0.681
C -3.4010 -1.0222 0.3516  -0.216
C -2.8092 0.1229 -2.2766  -0.220
H -0.9783 -2.5704 -2.1867  0.020
H -2.7648 -2.7948 -2.3074  0.082
H -1.8625 -3.2972 -0.8141  0.023
C -1.9242 -2.5694 -1.6335  -0.267
H -2.0100 0.3031 -3.0059  0.051
H -3.6420 -0.4162 -2.7493  0.080
H -4.3278 -1.4322 -0.0750  0.087
H -3.5997 -0.0291 0.7748  0.065
H -3.1527 1.0826 -1.8730  0.058
H -3.0407 -1.6845 1.1505  0.060
C -0.9595 0.3106 1.6859  -0.186
O -1.1019 0.5311 2.7994  0.213
Cl 0.8512 -0.4399 -2.3696  0.064
C 2.2523 2.9033 2.0540  -0.015
N 3.3475 2.0392 1.6918  -0.073
C 4.6690 2.3340 2.1612  -0.144
C 5.5292 1.1207 1.9311  -0.135
C 5.2859 0.5557 0.5530  -0.130
N 3.9158 0.1096 0.5061  -0.062
C 3.5996 -1.1450 -0.1523  -0.046
C 2.9562 0.9516 0.9848  -0.410
O 1.7052 0.8837 0.8568  -0.156
H 2.6691 3.6880 2.6853  0.109
H 1.4595 2.3457 2.5745  0.096
H 1.7934 3.3193 1.1467  0.093
H 5.0527 3.1947 1.5982  0.145
H 4.5709 2.6265 3.2148  0.143
H 5.2466 0.3529 2.6632  0.135
H 6.5890 1.3752 2.0765  0.139
H 5.9086 -0.3046 0.3093  0.132
H 5.4721 1.3331 -0.2119  0.153
H 2.9214 -0.9963 -0.9955  0.005
H 4.5656 -1.5587 -0.4815  0.113
H 3.1091 -1.8501 0.5325  0.008


Entry 2:
Below is a 2-piece molecular cluster, C3H9N overall in a non-equilibrium geometry, with properties calculated with ωB97M-V with the def2-TZVPD basis set.

Results
Kohn-Sham gap: 9.06 eV
total charge: 0
SMILES: C=CN.C
spin multiplicity: 1
electronic energy: -174.37391 Eh
strongest force on any atom: 0.1357 hartree/bohr

Last column: Löwdin charge in e.
Cartesian coordinates (Å):
C -0.8595 2.2451 -2.7129  -0.006
C -0.3878 1.0950 -1.9421  -0.311
N -1.0305 0.0330 -1.3383  -0.025
H -1.8648 2.2679 -3.1936  0.040
H -0.1587 2.8504 -3.1281  -0.029
H 0.6986 0.9832 -1.9264  0.085
H -2.0818 0.1089 -1.5470  0.116
H -0.7225 0.0391 -0.2887  0.131
C 1.3159 -1.9133 3.2570  -0.057
H 0.3555 -1.7615 2.8943  -0.034
H 1.5113 -1.3035 4.1683  0.034
H 2.0132 -1.6124 2.4585  0.019
H 1.2111 -3.0317 3.2988  0.038


Entry 3:
Below is a 8-piece molecular cluster, C44H56O4 overall, with properties calculated with ωB97M-V with the def2-TZVPD basis set.

Results
Kohn-Sham gap: 9.73 eV
total charge: 0
SMILES: c1ccccc1.c1ccccc1.c1ccccc1.c1ccccc1.c1ccccc1.c1ccccc1.COCCOC.COCCOC
spin multiplicity: 1
electronic energy: -2011.06332 Eh
strongest force on any atom: 0.0188 hartree/bohr

Last column: Löwdin charge in e.
Cartesian coordinates (Å):
C -0.7578 4.7778 2.0606  -0.089
C -1.7545 4.7994 3.0238  -0.098
C -3.0807 4.9427 2.6377  -0.114
C -3.4097 5.0468 1.2948  -0.101
C -2.3994 5.0360 0.3298  -0.094
C -1.0821 4.8898 0.7116  -0.108
H 0.2799 4.6342 2.3338  0.104
H -1.5041 4.6268 4.0630  0.105
H -3.8835 4.9339 3.3650  0.106
H -4.4475 5.1078 0.9927  0.100
H -2.6946 5.0701 -0.7128  0.099
H -0.2971 4.8154 -0.0301  0.092
C -0.4590 0.9967 0.4272  -0.080
C -0.1719 -0.2605 0.9636  -0.091
C 1.0961 -0.8102 0.8471  -0.081
C 2.1341 -0.1007 0.2568  -0.094
C 1.8539 1.1401 -0.2882  -0.081
C 0.5729 1.6737 -0.2043  -0.095
H -1.4843 1.3367 0.4752  0.075
H -0.8750 -0.7938 1.5937  0.080
H 1.2916 -1.7690 1.3155  0.082
H 3.0923 -0.5797 0.1286  0.080
H 2.6282 1.6917 -0.8096  0.108
H 0.3823 2.6410 -0.6548  0.081
C 1.0221 -3.6164 3.9024  -0.103
C -0.1545 -3.2978 3.2295  -0.108
C -0.8315 -4.2596 2.4944  -0.085
C -0.2906 -5.5335 2.3887  -0.093
C 0.8846 -5.8609 3.0579  -0.095
C 1.5542 -4.8888 3.7945  -0.108
H 1.5098 -2.8681 4.5142  0.104
H -0.5201 -2.2831 3.3396  0.087
H -1.7496 -4.0408 1.9638  0.104
H -0.7500 -6.3257 1.8094  0.101
H 1.2588 -6.8757 3.0405  0.101
H 2.4639 -5.1706 4.3117  0.105
C -5.0476 -1.4551 -2.6672  -0.097
C -3.7385 -1.5984 -2.2266  -0.094
C -3.1981 -0.6768 -1.3510  -0.088
C -3.9259 0.4460 -1.0044  -0.089
C -5.2185 0.6268 -1.5000  -0.093
C -5.7898 -0.3425 -2.3018  -0.102
H -5.5062 -2.1784 -3.3299  0.100
H -3.1669 -2.4557 -2.5597  0.100
H -2.1872 -0.7992 -0.9793  0.086
H -3.5566 1.2096 -0.3306  0.078
H -5.7325 1.5558 -1.2857  0.099
H -6.8053 -0.2178 -2.6568  0.100
C -4.8209 1.5807 2.5827  -0.096
C -5.6299 0.5988 3.1182  -0.090
C -5.0556 -0.4223 3.8621  -0.094
C -3.6819 -0.4760 4.0499  -0.095
C -2.8565 0.4632 3.4549  -0.090
C -3.4490 1.4908 2.7293  -0.105
H -5.2259 2.4197 2.0292  0.099
H -6.7085 0.6050 3.0255  0.102
H -5.6773 -1.2001 4.2876  0.101
H -3.2483 -1.2893 4.6214  0.099
H -1.7784 0.4022 3.5222  0.095
H -2.7983 2.2367 2.2863  0.080
C 5.5669 -0.7447 1.4364  -0.094
C 6.8402 -0.1949 1.5161  -0.088
C 7.3036 0.3438 2.7177  -0.098
C 6.4530 0.4332 3.8077  -0.100
C 5.1891 -0.1458 3.7464  -0.092
C 4.7502 -0.7273 2.5640  -0.097
H 5.2182 -1.2074 0.5207  0.092
H 7.5111 -0.2654 0.6684  0.101
H 8.3092 0.7427 2.7555  0.098
H 6.7724 0.9522 4.7029  0.099
H 4.5175 -0.0779 4.5927  0.099
H 3.7737 -1.1980 2.5436  0.089
C 0.6851 0.8664 -6.5646  -0.108
O 1.2044 0.8631 -5.2542  -0.195
C 0.3142 1.3262 -4.2643  -0.204
C 0.0370 2.8088 -4.3020  -0.212
O -0.8513 3.1233 -5.3573  -0.194
C -1.1291 4.4989 -5.4069  -0.116
H 0.8284 1.8213 -7.0750  0.086
H -0.3638 0.5578 -6.5909  0.093
H 1.2429 0.1228 -7.1446  0.086
H 0.7765 1.1042 -3.2996  0.112
H -0.6136 0.7385 -4.2988  0.134
H 0.9861 3.3420 -4.4530  0.136
H -0.4133 3.1081 -3.3445  0.120
H -1.5695 4.8481 -4.4615  0.084
H -1.8298 4.6777 -6.2177  0.088
H -0.2124 5.0819 -5.5723  0.090
C 3.4813 -3.8312 0.8411  -0.106
O 3.3444 -3.0511 -0.3186  -0.197
C 2.3213 -3.5241 -1.1633  -0.209
C 2.0972 -2.5548 -2.2893  -0.219
O 3.2016 -2.5742 -3.1632  -0.171
C 3.0149 -1.6642 -4.2291  -0.106
H 3.4816 -4.9102 0.6231  0.094
H 2.6512 -3.6649 1.5391  0.064
H 4.4411 -3.5990 1.2985  0.085
H 1.3717 -3.6197 -0.6108  0.126
H 2.5964 -4.5067 -1.5666  0.133
H 1.9517 -1.5409 -1.9002  0.108
H 1.1772 -2.8280 -2.8294  0.131
H 3.8568 -1.7814 -4.9102  0.090
H 3.0003 -0.6388 -3.8460  0.082
H 2.0908 -1.8602 -4.7832  0.085


Entry 4:
Below is C46H62N5O5Ti as an isolated structure, with properties calculated with ωB97M-V with the def2-TZVPD basis set.

Results
Kohn-Sham gap: 5.49 eV
total charge: +1
spin multiplicity: 1
electronic energy: -3289.36447 Eh
strongest force on any atom: 0.0087 hartree/bohr

Last column: Löwdin charge in e.
Cartesian coordinates (Å):
Ti -0.0334 -0.3297 0.0441  1.325
C -3.6600 0.0059 -5.4717  -0.072
C -3.8471 0.0474 -3.9517  -0.178
C -2.7113 -0.5559 -3.1931  -0.112
C -2.6535 -1.9672 -2.7079  -0.333
C -3.1220 -3.0664 -3.6334  -0.132
C -2.0962 -3.3348 -4.7310  -0.058
C -1.2533 -2.0268 -2.1543  -0.134
N -0.7359 -0.8648 -2.0058  0.152
C -1.5969 0.0440 -2.7583  -0.155
C -1.2606 1.4200 -2.8711  0.050
C -0.3653 2.0260 -2.0937  -0.201
C 0.0132 3.4267 -2.2712  -0.119
C -0.6033 4.3493 -3.2720  -0.181
C 0.1003 4.2914 -4.6305  -0.068
C 1.0337 3.6609 -1.4368  -0.118
C 1.2646 2.4241 -0.6887  -0.212
C 2.2504 2.3482 0.2519  0.006
C 2.4892 1.2325 1.0340  -0.224
N 1.7996 0.0613 0.9702  0.041
C 2.4475 -0.7636 1.9205  -0.213
C 2.3474 -2.1027 1.9544  0.076
C 1.5606 -2.8580 1.0695  -0.226
N 0.6923 -2.2744 0.1515  0.028
C 0.0248 -3.3308 -0.3965  -0.205
C -1.1843 -3.1239 -1.1898  -0.075
C 0.4784 -4.5487 0.0775  -0.130
C 1.4660 -4.2438 1.0327  -0.128
C 2.2816 -5.2069 1.8378  -0.185
C 3.6195 -5.5412 1.1748  -0.075
C 0.0301 -5.9038 -0.3810  -0.185
C 0.6671 -6.3130 -1.7103  -0.075
C 3.4536 -0.0130 2.6328  -0.116
C 3.5063 1.2137 2.0633  -0.131
C 4.4378 2.3479 2.3556  -0.182
C 5.5589 2.4852 1.3224  -0.072
C 4.3357 -0.5765 3.6999  -0.178
C 5.6124 -1.2020 3.1310  -0.066
N 0.3923 1.4337 -1.0511  0.040
C 1.8419 4.9070 -1.2725  -0.175
C 3.2021 4.8283 -1.9721  -0.068
H -4.4615 0.5483 -5.9725  0.079
H -3.6671 -1.0182 -5.8459  0.066
H -2.7097 0.4583 -5.7593  0.080
H -4.7670 -0.4780 -3.6808  0.124
H -3.9861 1.0815 -3.6266  0.114
H -4.0845 -2.7783 -4.0620  0.121
H -3.3084 -3.9669 -3.0449  0.125
H -1.8460 -2.4211 -5.2732  0.077
H -2.4712 -4.0584 -5.4529  0.085
H -1.1696 -3.7366 -4.3131  0.076
H -1.7911 2.0037 -3.6097  0.121
H -0.5694 5.3681 -2.8810  0.112
H -1.6617 4.1104 -3.3933  0.108
H 1.1360 4.6207 -4.5454  0.068
H -0.4002 4.9325 -5.3558  0.078
H 0.1083 3.2733 -5.0228  0.077
H 2.8607 3.2212 0.4205  0.105
H 2.9435 -2.6418 2.6788  0.123
H -1.5402 -4.0543 -1.6316  0.157
H 1.7099 -6.1252 1.9873  0.107
H 2.4562 -4.8035 2.8381  0.107
H 3.4651 -6.0245 0.2091  0.068
H 4.2121 -6.2122 1.7973  0.075
H 4.2012 -4.6350 0.9965  0.072
H -1.0599 -5.9334 -0.4772  0.102
H 0.2735 -6.6427 0.3847  0.108
H 0.3929 -5.6149 -2.5047  0.066
H 0.3518 -7.3118 -2.0131  0.076
H 1.7550 -6.3055 -1.6368  0.071
H 4.8716 2.2018 3.3467  0.110
H 3.8745 3.2846 2.4106  0.111
H 6.1867 1.5939 1.3104  0.069
H 6.1925 3.3437 1.5452  0.078
H 5.1575 2.6125 0.3157  0.064
H 3.7841 -1.3203 4.2787  0.112
H 4.5990 0.2191 4.3997  0.112
H 5.3771 -1.9987 2.4237  0.071
H 6.2249 -1.6228 3.9279  0.079
H 6.2076 -0.4573 2.6022  0.068
H 1.9858 5.1118 -0.2081  0.114
H 1.2748 5.7509 -1.6695  0.111
H 3.7997 4.0007 -1.5874  0.064
H 3.7662 5.7494 -1.8272  0.079
H 3.0791 4.6694 -3.0437  0.071
C -1.5951 -0.7743 2.8098  -0.370
O -0.7168 0.2069 2.2478  -0.147
C -0.5760 1.3021 3.1678  -0.125
C -0.0576 2.5721 2.5204  -0.156
O -0.6330 2.8384 1.2683  -0.137
C -1.8808 3.5080 1.2412  -0.144
C -3.0573 2.5616 1.1808  -0.203
O -2.9460 1.7768 0.0195  -0.182
C -4.0891 0.9666 -0.1684  -0.081
H -1.2709 -0.8097 4.7336  0.112
H -2.5465 -0.2723 3.0294  0.162
H -0.9279 -2.5722 1.9606  0.158
H -1.5702 1.4851 3.5899  0.126
H 0.0952 1.0104 3.9799  0.141
H -0.2397 3.3905 3.2289  0.141
H 1.0160 2.5109 2.3637  0.108
H -1.9800 4.1774 2.1035  0.134
H -1.8759 4.1150 0.3337  0.135
H -3.0999 1.9148 2.0687  0.115
H -3.9858 3.1493 1.1650  0.137
H -4.9886 1.5828 -0.2771  0.099
H -3.9315 0.3752 -1.0649  0.067
H -4.2284 0.2796 0.6748  0.086
O -1.0714 -1.3525 3.9635  0.065
C -1.7557 -1.8645 1.7938  -0.290
C -3.0630 -2.6290 1.9291  -0.086
C -3.0808 -3.3766 0.6062  -0.044
C -2.3429 -2.4534 -0.3652  -0.362
O -3.2834 -2.0296 -1.3919  0.030
N -1.7396 -1.3472 0.4228  0.000
H -3.8998 -1.9291 1.9892  0.122
H -3.0767 -3.2733 2.8064  0.131
H -4.0782 -3.5785 0.2220  0.133
H -2.5436 -4.3240 0.6889  0.126